{
  "formula": "C4H7N3O",
  "method": "ωB97M-V/def2-TZVPD",
  "species": ["O", "N", "N", "N", "C", "C", "C", "C", "H", "H", "H", "H", "H", "H", "H"],
  "coordinates": [[-1.897, -1.533, -0.456], [-1.316, 0.118, 1.970], [0.461, 0.958, 0.749], [0.236, 0.106, -1.463], [-0.744, -1.172, -0.091], [-0.490, 0.200, 0.839], [0.951, 0.723, -0.567], [2.547, 0.783, -0.888], [0.106, -1.846, -0.376], [-1.596, 1.098, 2.308], [3.070, 0.315, 0.088], [0.796, -0.315, -2.246], [2.713, 0.393, -2.054], [2.874, 1.999, -0.724], [-2.028, -0.861, 2.100]],
  "mulliken_charge": [-0.552, -0.522, -0.621, -0.633, -0.021, 0.671, 0.608, -0.854, 0.310, 0.290, 0.264, 0.214, 0.288, 0.251, 0.308],
  "smiles": "[H]/N=C(C)/N=C(/N)C=O",
  "relative_energy_kcal_mol": 106.22,
  "molar_mass_g_mol": 113.12,
  "homo_lumo_gap_ev": 9.8710,
  "total_charge": 0
}